61
Properties=species:S:1:pos:R:3:nbo_charge:R:1 method="wB97M-V/def2-TZVPD" total_charge=+2 energy_ha=-3929.59516 homo_ev="-14.03 / -14.03" lumo_ev="-6.61 / -6.60" orbital_gap_ha="0.273 / 0.273"
Pd 0.41577 -0.52225 0.28726 0.94
C -2.21738 -1.65003 -1.45391 -0.67
C -2.37082 -1.99836 -0.00963 0.27
C -3.47942 -2.71690 0.42820 -0.22
C -3.60013 -3.03076 1.76467 -0.11
C -2.61816 -2.61286 2.64824 -0.21
C -1.54124 -1.89875 2.16600 0.14
N -1.42080 -1.61067 0.85332 -0.43
C -0.45761 -1.41333 3.03563 0.27
C -0.39973 -1.61304 4.40498 -0.22
C 0.69896 -1.13300 5.09825 -0.11
C 1.71849 -0.49288 4.41492 -0.22
C 1.60174 -0.33544 3.04334 0.27
N 0.51859 -0.76742 2.40489 -0.47
C 2.62791 0.27518 2.18466 0.14
C 3.84206 0.70576 2.67457 -0.21
C 4.75329 1.28433 1.80476 -0.11
C 4.41869 1.42386 0.47646 -0.24
C 3.18348 0.96432 0.02734 0.37
C 2.80758 1.11503 -1.41177 -0.68
N 2.32078 0.38817 0.87475 -0.46
H -3.18980 -1.58299 -1.93956 0.24
H -1.63359 -2.42588 -1.95141 0.25
H -1.68825 -0.70694 -1.55042 0.23
H -4.23333 -3.02038 -0.28488 0.24
H -4.45429 -3.59057 2.12317 0.25
H -2.69923 -2.86032 3.69572 0.24
H -1.18703 -2.13221 4.92947 0.24
H 0.76343 -1.26488 6.16964 0.25
H 2.58105 -0.12792 4.95050 0.24
H 4.09509 0.58769 3.71702 0.24
H 5.71077 1.63154 2.17177 0.25
H 5.10164 1.88674 -0.22248 0.24
H 3.26684 2.00788 -1.83296 0.24
H 1.72730 1.17290 -1.51822 0.23
H 3.16397 0.24919 -1.96977 0.25
C -3.68376 3.09494 0.63758 -0.40
N -2.23199 3.30524 0.63090 -0.45
C -1.73839 4.68682 0.57093 -0.40
C -1.43731 2.31655 0.29256 0.56
N -0.73381 1.43802 0.01666 -0.58
H -4.12601 3.75198 1.38244 0.23
H -3.90743 2.06433 0.90026 0.22
H -4.11791 3.32319 -0.33716 0.21
H -2.25303 5.27283 1.32850 0.23
H -1.92893 5.12761 -0.40882 0.21
H -0.67110 4.70695 0.77395 0.22
C -0.48600 0.39212 -3.70224 -0.96
As 0.71374 -1.10635 -3.60737 1.47
C 2.30962 -0.56261 -4.52713 -0.96
C -0.07358 -2.50641 -4.65642 -0.96
S 1.19061 -1.80995 -1.64804 -0.60
H -0.55460 0.69600 -4.74652 0.26
H -0.09287 1.20922 -3.10169 0.26
H -1.46799 0.10404 -3.34114 0.25
H 2.10671 -0.50942 -5.59547 0.26
H 3.08930 -1.29646 -4.33736 0.27
H 2.62458 0.41213 -4.16393 0.25
H -0.02219 -2.22396 -5.70670 0.26
H -1.11164 -2.64193 -4.36263 0.25
H 0.47740 -3.42970 -4.49566 0.27

***

63
Properties=species:S:1:pos:R:3:nbo_charge:R:1 method="wB97M-V/def2-TZVPD" energy_ha=-5842.12604 homo_ev=-7.44 lumo_ev=-0.67 orbital_gap_ha=0.249
Ga -0.17937 0.50274 0.64820 0.55
C 2.82413 -1.03830 -0.95941 -1.11
Si 2.11650 0.38332 0.05006 1.14
C 2.78392 1.96730 -0.71655 -1.11
C 2.71504 0.23683 1.85022 -0.47
C 4.09473 0.37890 2.03327 -0.14
C 4.67720 0.32803 3.28871 -0.23
C 3.87520 0.13015 4.40186 -0.21
C 2.50763 -0.02008 4.23986 -0.20
C 1.89778 0.02442 2.98314 -0.42
Si 0.01906 -0.30196 2.88020 1.08
C -0.21053 -2.15030 3.20993 -1.10
C -0.87068 0.61730 4.26597 -1.10
H 3.90506 -0.89478 -1.03536 0.23
H 2.42139 -1.05113 -1.97390 0.23
H 2.63388 -2.00875 -0.50503 0.25
H 3.86355 1.89979 -0.87079 0.23
H 2.58470 2.82224 -0.07899 0.24
H 2.31801 2.15138 -1.68666 0.24
H 4.73706 0.54378 1.17354 0.19
H 5.74820 0.44376 3.39778 0.21
H 4.31452 0.09015 5.39096 0.21
H 1.90023 -0.18288 5.12455 0.20
H -0.03102 -2.37529 4.26432 0.23
H 0.49813 -2.73574 2.62210 0.23
H -1.21956 -2.48479 2.95944 0.22
H -0.29354 0.57931 5.19214 0.23
H -1.83907 0.15203 4.46354 0.23
H -1.04712 1.66342 4.01534 0.24
C 0.68659 4.87383 3.35388 -0.73
S 1.88369 4.26536 2.14346 0.28
C 0.98794 4.50196 0.64650 -0.44
C -0.11679 3.83728 0.25683 -0.36
S -0.99153 2.63919 1.18294 -0.25
S -0.77539 4.31876 -1.28514 0.46
C 0.40537 5.51752 -1.70293 -0.58
S 0.38558 6.36822 -3.10411 -0.07
S 1.59234 5.71305 -0.46001 0.48
H 1.23257 4.99737 4.28772 0.23
H -0.12111 4.15836 3.48753 0.23
H 0.28969 5.83742 3.04289 0.22
C -0.90878 -4.35025 0.08346 -0.74
S -0.15838 -2.74362 -0.21855 0.23
C -0.50383 -2.56648 -1.97300 -0.75
H -1.98423 -4.32840 -0.09347 0.21
H -0.72893 -4.59894 1.12770 0.24
H -0.45412 -5.11733 -0.54234 0.22
H 0.05740 -3.28688 -2.56731 0.22
H -0.19980 -1.56060 -2.26205 0.24
H -1.56970 -2.67708 -2.17527 0.21
N -2.00355 0.04625 -0.27611 -0.41
C -3.15084 0.03559 -0.27964 0.45
C -4.57578 0.06879 -0.29226 -0.13
C -5.30121 -0.96108 0.30491 -0.17
C -6.68328 -0.89590 0.29635 -0.21
C -7.32412 0.18280 -0.29905 -0.17
C -6.59434 1.20645 -0.88832 -0.20
C -5.21110 1.15858 -0.88946 -0.16
H -4.78529 -1.79055 0.76874 0.23
H -7.26110 -1.68429 0.75816 0.23
H -8.40494 0.22690 -0.30156 0.22
H -7.10125 2.04564 -1.34377 0.23
H -4.62410 1.94988 -1.33457 0.24

***

60
Properties=species:S:1:pos:R:3:nbo_charge:R:1 method="wB97M-V/def2-TZVPD" energy_ha=-1380.18460 homo_ev=-8.44 lumo_ev=0.57 smiles="CNC(=O)[C@H](Cc1ccc(O)cc1)NC(C)=O.CC1(C)Cc2cccc(CO)c2O1" orbital_gap_ha=0.331
C -7.18224 -1.75814 3.18883 -0.41
N -6.30429 -1.66492 2.02381 -0.61
C -5.02355 -1.28208 2.06963 0.66
O -4.48555 -0.97076 3.12851 -0.64
C -4.17937 -1.25351 0.77694 -0.12
C -4.02520 0.18237 0.24936 -0.43
C -2.98268 0.33525 -0.84284 -0.05
C -3.35124 0.19992 -2.19567 -0.20
C -2.38301 0.33231 -3.20971 -0.28
C -1.04036 0.60835 -2.86820 0.28
O -0.10213 0.74948 -3.84080 -0.67
C -0.67286 0.74069 -1.51324 -0.22
C -1.64287 0.60475 -0.50254 -0.21
N -4.56503 -2.16817 -0.31932 -0.60
C -5.72028 -2.22295 -0.98229 0.68
C -5.80741 -3.24943 -2.08609 -0.71
O -6.67963 -1.50200 -0.74842 -0.66
H -6.72120 -2.39463 3.94666 0.21
H -7.33387 -0.76400 3.61422 0.20
H -8.14598 -2.17975 2.90033 0.21
H -6.70588 -1.81337 1.10466 0.42
H -3.18426 -1.56308 1.09631 0.23
H -4.98848 0.53518 -0.12162 0.23
H -3.74837 0.83164 1.08149 0.24
H -4.38440 0.00708 -2.45239 0.22
H -2.67086 0.23581 -4.24462 0.20
H -0.47751 0.65010 -4.71580 0.48
H 0.35560 0.93934 -1.25573 0.22
H -1.35601 0.70933 0.53612 0.22
H -3.84530 -2.79936 -0.63169 0.40
H -5.02998 -3.05600 -2.82317 0.23
H -6.78624 -3.17559 -2.55896 0.24
H -5.68197 -4.24503 -1.66490 0.23
C 7.44604 1.72639 1.69320 -0.63
C 6.29826 0.71485 1.59921 0.26
C 6.28637 -0.18625 2.83701 -0.62
C 6.40943 -0.11827 0.30268 -0.44
C 5.29970 0.44444 -0.50760 -0.09
C 4.94936 0.18309 -1.83452 -0.19
C 3.84232 0.83714 -2.38669 -0.23
C 3.09938 1.73952 -1.61332 -0.19
C 3.45268 1.99297 -0.27589 -0.12
C 2.66560 2.96980 0.55735 -0.07
O 2.33329 2.35496 1.79990 -0.72
C 4.56855 1.33118 0.25948 0.35
O 5.06022 1.44920 1.53021 -0.53
H 7.46494 2.36573 0.80497 0.22
H 8.40823 1.21155 1.77206 0.21
H 7.31886 2.36276 2.57442 0.22
H 5.44612 -0.88594 2.78947 0.22
H 6.18343 0.41647 3.74460 0.22
H 7.21537 -0.76058 2.90333 0.22
H 6.24878 -1.18539 0.48440 0.22
H 7.37648 0.00938 -0.19363 0.22
H 5.52731 -0.51967 -2.42736 0.21
H 3.55331 0.64265 -3.41523 0.22
H 2.24339 2.23791 -2.06002 0.22
H 1.75054 3.27683 0.04063 0.19
H 3.26711 3.86714 0.73404 0.17
H 3.13737 1.92331 2.14846 0.48